Arrangement one

The following is a DFT calculation (ωB97M-V/def2-TZVPD) of C20H25N3O4S as an isolated structure.

Values from the calculation:
LUMO ... 0.343 eV
HOMO energy ... -8.65 eV

Structure (ORCA input):
```
! wB97M-V def2-TZVPD RIJCOSX def2/J DEFGRID3
* xyz 0 1
C 5.40 1.97 -0.31
C 5.88 1.20 0.83
H 6.11 0.09 0.68
H 6.87 1.72 1.23
O 5.20 1.23 1.81
C 4.08 0.54 2.04
C 3.79 -0.33 1.15
C 2.63 -1.44 1.26
C 1.81 -1.21 2.36
C 2.03 -0.13 3.24
C 3.12 0.55 3.33
H 3.50 1.27 3.95
H 1.48 -0.03 3.96
S 0.19 -2.12 2.60
O 0.52 -3.43 1.74
O -0.04 -2.04 3.99
N -0.95 -1.18 1.66
C -0.99 -1.21 0.35
C -0.46 -0.19 -0.27
H 0.69 -0.01 0.08
H -0.38 -0.19 -1.37
C -0.96 1.29 0.51
C -2.47 1.35 -0.07
O -3.41 1.46 0.68
N -2.49 1.31 -1.49
H -1.75 1.44 -2.11
C -3.66 1.53 -2.36
C -3.84 0.02 -2.90
N -2.55 -0.40 -3.00
C -2.59 -1.59 -3.73
C -3.70 -2.33 -4.27
C -4.79 -1.64 -4.31
C -4.96 -0.35 -3.55
H -5.75 0.26 -3.58
H -5.70 -1.91 -4.74
H -3.72 -3.26 -4.70
H -1.56 -2.30 -3.81
H -4.63 1.66 -1.35
H -3.90 2.26 -2.86
C -0.89 1.18 2.04
C -1.60 0.05 2.36
H -1.33 -0.05 3.69
H -2.50 -0.05 2.25
H -1.34 2.12 2.19
H 0.24 1.15 2.22
H -0.50 2.09 -0.19
H -0.56 -2.14 -0.09
H -2.12 -1.24 -0.14
H 2.32 -2.25 0.59
H 4.42 -0.72 0.41
H 4.54 1.35 -0.69
H 6.20 1.82 -1.10
H 5.08 2.82 -0.19
*
```

---

Arrangement two

The following is a DFT calculation (ωB97M-V/def2-TZVPD) of an isolated molecule of C20H25N3O4S.

Values from the calculation:
LUMO ... 0.524 eV
HOMO energy ... -9.06 eV
Structure (SMILES) ... CCOc1ccc(S(=O)(=O)N2CCC(C(=O)NCc3cccnc3)CC2)cc1

Structure (ORCA input):
```
! wB97M-V def2-TZVPD RIJCOSX def2/J DEFGRID3
* xyz 0 1
C 6.79 0.57 -3.72
C 6.93 0.15 -2.26
O 6.02 0.82 -1.41
C 4.71 0.46 -1.39
C 3.89 1.27 -0.60
C 2.54 1.00 -0.50
C 2.01 -0.08 -1.17
C 2.81 -0.89 -1.95
C 4.16 -0.63 -2.06
H 4.77 -1.27 -2.68
H 2.36 -1.72 -2.46
S 0.28 -0.49 -1.04
O -0.40 0.59 -0.34
O -0.23 -0.87 -2.32
N 0.36 -1.86 -0.08
C 0.70 -1.58 1.31
C -0.16 -2.37 2.29
H 0.13 -3.42 2.25
H 0.03 -2.00 3.30
C -1.67 -2.27 2.00
C -2.26 -1.00 2.63
O -2.91 -1.06 3.65
N -1.96 0.15 2.01
H -1.47 0.19 1.13
C -2.53 1.42 2.45
C -3.65 1.85 1.55
C -3.42 2.10 0.19
N -4.37 2.46 -0.65
C -5.61 2.59 -0.19
C -5.95 2.35 1.13
C -4.96 1.97 2.01
H -5.18 1.76 3.05
H -6.98 2.46 1.46
H -6.35 2.89 -0.92
H -2.43 2.00 -0.23
H -1.73 2.17 2.44
H -2.89 1.27 3.47
C -1.97 -2.41 0.49
C -0.72 -2.81 -0.29
H -0.37 -3.80 0.01
H -0.92 -2.81 -1.36
H -2.33 -1.46 0.08
H -2.75 -3.15 0.33
H -2.15 -3.09 2.54
H 1.75 -1.83 1.46
H 0.58 -0.50 1.48
H 1.89 1.63 0.09
H 4.33 2.11 -0.09
H 6.83 -0.94 -2.15
H 7.91 0.44 -1.88
H 7.55 0.07 -4.32
H 5.81 0.32 -4.11
H 6.93 1.65 -3.80
*
```

---

Ordering by calculated energy gives the sequence arrangement two, arrangement one, with the first entry being the most stable.

---

Arrangement one

The following is a DFT calculation (ωB97M-V/def2-TZVPD) of a 2-piece molecular cluster, C4H11NO3 overall.

Values from the calculation:
LUMO ... 0.571 eV
HOMO energy ... -9.45 eV
Structure (SMILES) ... N[C@H](C=O)CCO.O

Structure (ORCA input):
```
! wB97M-V def2-TZVPD RIJCOSX def2/J DEFGRID3
* xyz 0 1
O 0.51 -1.14 -2.04
C 0.77 -0.39 -1.14
C -0.31 0.41 -0.49
C 0.01 0.94 0.91
C -0.19 2.45 1.07
O -0.70 2.86 2.32
N -1.60 -0.23 -0.60
H 1.83 -0.21 -0.88
H -0.31 1.29 -1.15
H 1.03 0.67 1.19
H -0.54 0.35 1.65
H -0.91 2.80 0.31
H 0.74 2.96 0.80
H -0.14 2.47 3.02
H -1.54 -1.17 -0.93
H -2.13 -0.21 0.26
H 2.18 -4.36 -0.31
H 0.95 -3.61 -0.84
O 1.21 -4.31 -0.22
*
```

---

Arrangement two

The following is a DFT calculation (ωB97M-V/def2-TZVPD) of a 2-piece molecular cluster, C4H11NO3 overall.

Values from the calculation:
LUMO ... 0.436 eV
HOMO energy ... -9.23 eV
Structure (SMILES) ... CC(=O)NCCO.O

Structure (ORCA input):
```
! wB97M-V def2-TZVPD RIJCOSX def2/J DEFGRID3
* xyz 0 1
C -1.19 1.51 1.52
C -0.66 0.09 1.78
N -0.43 -0.78 0.74
C -0.33 -0.25 -0.65
C -0.52 -1.56 -1.52
O 0.61 -1.88 -2.29
O -0.52 -0.26 2.94
H -0.40 2.01 0.94
H -2.09 1.48 0.90
H -1.41 2.04 2.43
H 0.07 -1.61 1.03
H -1.23 0.35 -0.75
H 0.71 0.07 -0.77
H -1.39 -1.63 -2.17
H -0.62 -2.41 -0.84
H 1.05 -1.35 -2.94
H 2.87 0.89 0.47
H 3.09 1.86 -0.67
O 2.39 1.44 -0.15
*
```

---

Ordering by calculated energy gives the sequence arrangement two, arrangement one, with the first entry being the most stable.

---

Arrangement one

The following is a DFT calculation (ωB97M-V/def2-TZVPD) of a 2-piece molecular cluster, C4H11NO3 overall.

Values from the calculation:
LUMO ... 0.516 eV
HOMO energy ... -10.14 eV
Structure (SMILES) ... C[C@@H](CO)NC=O.O

Structure (ORCA input):
```
! wB97M-V def2-TZVPD RIJCOSX def2/J DEFGRID3
* xyz 0 1
C -0.83 0.24 -1.66
N -0.60 1.18 -0.70
C -0.40 0.73 1.62
C 0.43 1.17 0.43
C 1.56 0.21 0.16
O 2.67 0.55 1.05
O -0.17 -0.73 -1.92
H -1.77 0.46 -2.24
H -1.16 2.02 -0.63
H -0.81 1.59 2.14
H 0.30 0.22 2.34
H -1.09 -0.07 1.35
H 0.75 2.28 0.45
H 1.43 -0.83 -0.06
H 1.98 0.37 -0.84
H 2.33 0.86 1.89
H -1.50 -3.59 -0.32
H -1.40 -2.98 -1.81
O -1.76 -3.67 -1.24
*
```

---

Arrangement two

The following is a DFT calculation (ωB97M-V/def2-TZVPD) of a 2-piece molecular cluster, C4H11NO3 overall.

Values from the calculation:
LUMO ... 0.310 eV
HOMO energy ... -9.02 eV
Structure (SMILES) ... N[C@@H](CO)CC=O.O

Structure (ORCA input):
```
! wB97M-V def2-TZVPD RIJCOSX def2/J DEFGRID3
* xyz 0 1
C 0.01 1.71 0.40
O 0.58 2.66 1.25
C 0.20 0.29 0.99
C -1.29 -0.40 0.90
C -1.41 -1.65 0.19
O -2.27 -2.45 0.56
N 1.25 -0.26 0.19
H -1.04 2.01 0.42
H 0.39 1.81 -0.68
H 1.43 2.76 1.02
H 0.69 0.39 2.04
H -1.52 -0.50 1.89
H -1.98 0.40 0.37
H -0.79 -1.80 -0.71
H 1.46 -1.17 0.52
H 1.20 -0.38 -0.79
H 0.41 -0.73 -3.11
H 1.79 -1.26 -2.83
O 0.90 -1.45 -2.64
*
```

---

Arrangement three

The following is a DFT calculation (ωB97M-V/def2-TZVPD) of a 2-piece molecular cluster, C4H11NO3 overall.

Values from the calculation:
LUMO ... 0.661 eV
HOMO energy ... -9.69 eV
Structure (SMILES) ... C[C@@H](C=O)NCO.O

Structure (ORCA input):
```
! wB97M-V def2-TZVPD RIJCOSX def2/J DEFGRID3
* xyz 0 1
O -2.03 2.69 -1.15
C -1.34 1.71 -1.25
C -0.43 1.36 0.02
C 0.94 1.90 -0.28
N -0.66 -0.14 0.27
C 0.07 -0.87 1.37
O -0.26 -2.16 1.19
H -1.21 1.04 -2.14
H -0.89 1.87 0.94
H 0.82 2.93 -0.67
H 1.59 1.88 0.69
H 1.54 1.21 -1.00
H -0.45 -0.62 -0.54
H 1.12 -0.91 1.39
H -0.29 -0.52 2.33
H -1.16 -2.27 0.71
H 1.61 -3.26 -0.44
H 0.22 -2.73 -0.37
O 0.80 -3.12 -1.07
*
```

---

Arrangement four

The following is a DFT calculation (ωB97M-V/def2-TZVPD) of a 2-piece molecular cluster, C4H11NO3 overall.

Values from the calculation:
LUMO ... 0.628 eV
HOMO energy ... -9.54 eV
Structure (SMILES) ... C[C@@H](O)CNC=O.O

Structure (ORCA input):
```
! wB97M-V def2-TZVPD RIJCOSX def2/J DEFGRID3
* xyz 0 1
O 2.23 -1.22 1.36
C 1.90 -0.63 0.33
N 0.70 -0.27 -0.09
C -0.41 -0.37 0.87
C -1.27 0.92 0.80
C -0.64 2.16 0.26
O -2.37 0.37 0.01
H 2.77 -0.42 -0.33
H 0.58 0.42 -0.80
H 0.00 -0.75 1.82
H -1.17 -1.14 0.69
H -1.71 1.06 1.81
H 0.38 2.35 0.64
H -1.08 3.17 0.30
H -0.76 2.22 -0.92
H -3.09 0.95 -0.27
H 0.79 -1.62 -3.30
H -0.39 -1.24 -2.08
O 0.31 -1.05 -2.69
*
```

---

Ordering by calculated energy gives the sequence arrangement one, arrangement four, arrangement three, arrangement two, with the first entry being the most stable.

---

Arrangement one

The following is a DFT calculation (ωB97M-V/def2-TZVPD) of a 2-piece molecular cluster, C4H11NO3 overall.

Values from the calculation:
LUMO ... 0.658 eV
HOMO energy ... -9.29 eV
Structure (SMILES) ... C[C@@H](N)CC(=O)O.O

Structure (ORCA input):
```
! wB97M-V def2-TZVPD RIJCOSX def2/J DEFGRID3
* xyz 0 1
C 0.55 -0.69 1.88
C -0.30 -0.86 0.62
C 0.05 0.13 -0.49
C -0.74 -0.12 -1.75
O -0.47 -1.34 -2.24
O -1.48 0.66 -2.28
N -1.73 -0.84 0.89
H 0.09 0.12 2.47
H 0.40 -1.56 2.53
H 1.61 -0.44 1.80
H -0.13 -1.85 0.20
H 1.08 -0.09 -0.80
H -0.04 1.13 -0.11
H -0.97 -1.53 -3.06
H -2.04 -1.61 1.47
H -2.02 0.03 1.31
H 1.45 3.41 -0.62
H 2.74 2.87 -1.17
O 1.96 2.59 -0.66
*
```

---

Arrangement two

The following is a DFT calculation (ωB97M-V/def2-TZVPD) of a 2-piece molecular cluster, C4H11NO3 overall.

Values from the calculation:
LUMO ... 0.406 eV
HOMO energy ... -9.67 eV
Structure (SMILES) ... C[C@H](N)O.CC(=O)O

Structure (ORCA input):
```
! wB97M-V def2-TZVPD RIJCOSX def2/J DEFGRID3
* xyz 0 1
C 0.13 1.02 0.71
C 0.41 2.17 -0.24
N -0.78 1.41 1.76
O 1.33 0.60 1.32
H 1.79 0.03 0.67
H -0.35 0.23 0.08
H -0.79 0.64 2.44
H -0.33 2.17 2.27
H 0.79 3.05 0.29
H -0.49 2.45 -0.79
H 1.18 1.87 -0.97
C -0.77 -2.48 -0.49
C 0.37 -1.65 -0.99
O 0.02 -0.81 -2.05
O 1.50 -1.66 -0.54
H -0.88 -0.95 -2.39
H -1.65 -2.40 -1.13
H -0.46 -3.53 -0.48
H -1.03 -2.15 0.52
*
```

---

Ordering by calculated energy gives the sequence arrangement one, arrangement two, with the first entry being the most stable.

---

Arrangement one

The following is a DFT calculation (ωB97M-V/def2-TZVPD) of a 4-piece molecular cluster, C4H11NO3 overall.

Values from the calculation:
LUMO ... 0.738 eV
HOMO energy ... -8.73 eV
Structure (SMILES) ... c1cc[nH]c1.O.O.O

Structure (ORCA input):
```
! wB97M-V def2-TZVPD RIJCOSX def2/J DEFGRID3
* xyz 0 1
C 0.15 -0.24 -1.15
C 1.14 -1.15 -1.39
N 2.37 -0.51 -1.32
C 2.15 0.81 -1.02
C 0.80 1.02 -0.94
H -0.91 -0.44 -1.20
H 1.24 -2.15 -1.80
H 3.22 -1.02 -1.40
H 2.92 1.56 -1.06
H 0.53 2.03 -0.70
H -2.30 1.03 2.75
H -1.31 0.12 2.14
O -2.27 0.23 2.22
H -2.97 0.04 0.50
H -3.99 -0.63 -0.36
O -3.18 -0.15 -0.44
H 1.43 -0.02 2.14
H 0.46 -0.31 1.04
O 0.51 -0.22 2.01
*
```

---

Arrangement two

The following is a DFT calculation (ωB97M-V/def2-TZVPD) of a 2-piece molecular cluster, C4H11NO3 overall.

Values from the calculation:
LUMO ... 0.686 eV
HOMO energy ... -10.03 eV
Structure (SMILES) ... NC(=O)CCCO.O

Structure (ORCA input):
```
! wB97M-V def2-TZVPD RIJCOSX def2/J DEFGRID3
* xyz 0 1
C 1.26 -0.14 1.03
O 2.54 0.29 1.47
C 1.29 0.15 -0.50
C 0.07 -0.12 -1.27
C -1.15 0.59 -0.66
N -1.23 1.93 -0.96
O -1.94 0.14 0.16
H 0.75 0.65 1.51
H 1.05 -1.20 1.37
H 2.55 0.34 2.45
H 2.10 -0.58 -0.88
H 1.76 1.11 -0.64
H -0.15 -1.27 -1.41
H 0.21 0.26 -2.34
H -0.52 2.39 -1.58
H -2.06 2.46 -0.75
H -1.56 -1.70 0.75
H -1.17 -2.55 -0.42
O -1.01 -2.47 0.50
*
```

---

Arrangement three

The following is a DFT calculation (ωB97M-V/def2-TZVPD) of C4H11NO3 as an isolated structure.

Values from the calculation:
LUMO ... -2.281 eV
HOMO energy ... -8.91 eV

Structure (ORCA input):
```
! wB97M-V def2-TZVPD RIJCOSX def2/J DEFGRID3
* xyz 0 1
C -0.69 0.79 1.00
C -0.96 0.62 -0.52
C 0.07 -0.42 -1.16
N -0.93 1.84 -1.05
C 2.74 -0.80 1.10
O 1.86 -1.26 1.76
O 2.93 -0.91 -0.26
H -1.17 1.68 1.40
H -1.06 -0.09 1.53
H 0.40 0.96 1.07
H -2.05 -0.02 -0.63
H 0.78 0.38 -1.37
H 0.34 -1.28 -0.56
H -0.35 -0.74 -2.11
H -1.60 2.14 -1.75
H 3.53 -0.35 1.74
H 2.15 -0.27 0.01
H -3.48 -1.04 -0.18
O -2.54 -1.22 -0.02
*
```

---

Ordering by calculated energy gives the sequence arrangement one, arrangement two, arrangement three, with the first entry being the most stable.

---

Arrangement one

The following is a DFT calculation (ωB97M-V/def2-TZVPD) of an isolated molecule of C6H10N2O3.

Values from the calculation:
LUMO ... 0.706 eV
HOMO energy ... -9.61 eV
Structure (SMILES) ... C=C1[C@@H](O)NC(=O)N(C)[C@H]1O

Structure (ORCA input):
```
! wB97M-V def2-TZVPD RIJCOSX def2/J DEFGRID3
* xyz 0 1
C -0.35 0.41 1.11
C 1.55 -0.24 -0.91
C -0.80 1.34 1.91
C 0.86 -0.49 1.40
C -0.89 0.12 -0.23
C -0.25 0.34 -2.58
N 1.87 -0.19 0.44
N 0.21 0.19 -1.15
O 2.38 -0.31 -1.76
O 0.51 -1.82 1.50
O -1.47 -1.23 -0.30
H -1.67 2.01 1.77
H -0.24 1.49 2.79
H 1.23 -0.22 2.43
H -1.55 0.89 -0.64
H -1.17 -0.23 -2.69
H -0.43 1.36 -2.70
H 0.48 0.03 -3.31
H 2.83 -0.27 0.81
H -0.36 -2.10 1.37
H -0.88 -1.84 -0.56
*
```

---

Arrangement two

The following is a DFT calculation (ωB97M-V/def2-TZVPD) of an isolated molecule of C6H10N2O3.

Values from the calculation:
LUMO ... 0.809 eV
HOMO energy ... -9.46 eV
Structure (SMILES) ... COC1(OC)[C@H](C)N1N=C=O

Structure (ORCA input):
```
! wB97M-V def2-TZVPD RIJCOSX def2/J DEFGRID3
* xyz 0 1
C -2.61 0.34 0.14
C 0.02 1.39 -0.73
C 0.14 -0.04 -0.30
C 1.28 2.38 -0.90
C -0.91 -2.18 -0.38
C 1.54 -0.83 1.43
N -1.75 0.86 0.81
N -0.34 0.95 0.61
O -3.66 -0.01 -0.17
O -0.88 -0.89 -0.82
O 1.32 -0.61 0.01
H -0.91 1.55 -1.36
H 1.11 2.77 -1.86
H 2.10 1.76 -0.91
H 1.23 3.14 -0.12
H 0.18 -2.46 -0.39
H -1.54 -2.83 -1.06
H -1.43 -2.31 0.65
H 1.34 -1.90 1.60
H 1.12 -0.05 2.19
H 2.65 -1.03 1.56
*
```

---

Ordering by calculated energy gives the sequence arrangement one, arrangement two, with the first entry being the most stable.

---

Arrangement one

The following is a DFT calculation (ωB97M-V/def2-TZVPD) of a 2-piece molecular cluster, C4H12NO3 overall.

Values from the calculation:
LUMO ... 3.876 eV
HOMO energy ... -3.66 eV

Structure (ORCA input):
```
! wB97M-V def2-TZVPD RIJCOSX def2/J DEFGRID3
* xyz -1 1
C -0.65 0.13 0.32
C -0.58 -0.27 1.86
C 0.33 0.93 2.37
O 1.70 0.49 2.10
N 0.57 -0.30 -0.31
C 0.11 -1.36 -1.36
O -0.83 -0.90 -2.10
H -1.58 -0.21 -0.25
H -0.86 1.22 0.44
H -1.52 -0.25 2.52
H 0.06 -1.13 1.97
H 0.28 2.00 1.94
H 0.44 1.06 3.40
H 1.71 0.08 1.12
H 1.17 0.47 -0.58
H 1.20 -1.45 -1.72
H -0.50 -2.17 -0.74
H -1.05 0.70 -3.46
H 0.22 0.19 -3.46
O -0.22 0.78 -4.06
*
```

---

Arrangement two

The following is a DFT calculation (ωB97M-V/def2-TZVPD) of a 2-piece molecular cluster, C4H12NO3 overall.

Values from the calculation:
LUMO ... 3.824 eV
HOMO energy ... -3.58 eV

Structure (ORCA input):
```
! wB97M-V def2-TZVPD RIJCOSX def2/J DEFGRID3
* xyz -1 1
C 0.54 -0.89 0.17
O -0.47 -1.11 -0.73
C 0.95 0.63 -0.05
C -0.20 1.56 0.32
C -0.67 1.69 1.76
O -1.82 0.90 2.00
N 1.48 0.93 -1.39
H 0.20 -0.93 1.23
H 1.42 -1.53 -0.08
H 1.79 0.81 0.65
H 0.32 2.51 0.09
H -1.00 1.15 -0.36
H 0.20 1.33 2.35
H -0.84 2.71 2.07
H -1.86 0.14 1.41
H 0.88 1.58 -1.86
H 1.68 0.04 -1.84
H -0.01 -2.16 -1.52
H -0.62 -3.52 -1.99
O 0.26 -3.20 -1.78
*
```

---

Arrangement three

The following is a DFT calculation (ωB97M-V/def2-TZVPD) of a 2-piece molecular cluster, C4H12NO3 overall.

Values from the calculation:
LUMO ... 4.159 eV
HOMO energy ... -3.68 eV

Structure (ORCA input):
```
! wB97M-V def2-TZVPD RIJCOSX def2/J DEFGRID3
* xyz -1 1
C -0.62 0.94 -1.16
C 0.78 0.23 -0.79
C 1.82 0.47 -1.88
O 0.55 -1.06 -0.49
N -1.73 0.77 -0.14
C -1.30 0.57 1.23
O -1.07 -0.82 1.39
H -1.02 0.41 -2.01
H -0.53 2.00 -1.33
H 1.15 0.75 0.17
H 2.00 1.53 -2.15
H 2.84 0.20 -1.62
H 1.54 -0.16 -2.74
H -0.25 -1.04 0.70
H -2.39 0.05 -0.38
H -2.11 0.78 1.94
H -0.38 1.07 1.50
H 0.73 -2.52 2.10
H -0.30 -1.71 2.69
O 0.31 -2.45 2.97
*
```

---

Ordering by calculated energy gives the sequence arrangement three, arrangement two, arrangement one, with the first entry being the most stable.